An isolated ion of composition C6H7N2O and charge +1. Source: OMol25; level of theory: the ωB97M-V functional and the def2-TZVPD basis.

```
16
Properties=species:S:1:pos:R:3:nbo_charge:R:1
C -3.5209 -0.4468 0.0593 -0.066
C -2.3033 -0.4744 0.0065 -0.106
C -0.8704 -0.2774 -0.1887 0.130
C 1.4177 -1.0320 -0.0304 0.628
C 1.7482 0.2776 0.4785 -0.504
C 0.9572 1.2990 -0.3710 -0.255
N 0.0006 -1.3467 -0.2297 -0.471
N -0.4424 0.9714 -0.3247 -0.192
O 2.1940 -1.8926 -0.2159 -0.447
H -4.4636 -0.7591 0.3659 0.254
H 1.4222 0.5426 1.5549 0.275
H 2.8571 0.5142 0.3649 0.297
H 1.0367 2.3167 -0.0453 0.259
H 1.4282 1.1452 -1.3081 0.274
H -0.2109 -2.3315 -0.0834 0.466
H -1.2505 1.4939 -0.0329 0.456
```

Summary:
* electronic energy: -417.09862 Ha
* maximum force: 8.51 eV/A
* energy above the lowest of the compared OMol25 structures with the same formula, charge and spin: 0.000 eV
* charge: +1
* <S²>: 2.02
* 2S+1: 3